{
  "formula": "C16H53BF4N11O9",
  "method": "ωB97M-V with the def2-TZVPD basis set",
  "largest_force_ha_per_bohr": 0.1338,
  "e_above_lowest_kcal_mol": 0.0,
  "spin_multiplicity": 1,
  "e_tot_ha": -2345.5352,
  "homo_energy_ev": -6.7431,
  "charge": -1,
  "molar_mass_g_mol": 630.47,
  "homo_lumo_gap_ev": 8.73,
  "elements": ["B", "F", "F", "F", "F", "C", "O", "N", "N", "H", "H", "H", "H", "C", "O", "N", "N", "H", "H", "H", "H", "C", "O", "N", "N", "H", "H", "H", "H", "C", "O", "N", "N", "H", "H", "H", "H", "C", "C", "C", "O", "C", "N", "H", "H", "H", "H", "H", "H", "H", "H", "H", "H", "H", "C", "C", "C", "O", "C", "N", "H", "H", "H", "H", "H", "H", "H", "H", "H", "H", "H", "C", "C", "C", "O", "C", "N", "H", "H", "H", "H", "H", "H", "H", "H", "H", "H", "H", "O", "H", "H", "O", "H", "H"],
  "coordinates": [[18.75297, -20.32569, -3.98983], [19.98242, -19.78595, -4.39122], [17.72896, -19.34679, -4.07455], [18.32204, -21.16922, -4.99211], [18.89427, -20.83964, -2.74974], [17.50194, -18.14842, -0.65174], [17.27207, -17.93471, 0.54315], [16.69033, -18.04251, -1.62952], [18.68843, -18.37994, -1.09369], [15.74406, -17.87679, -1.31775], [17.03865, -18.25255, -2.55400], [19.43287, -18.56534, -0.43678], [18.87376, -18.65536, -2.04758], [21.41235, -23.46430, -4.60024], [20.41527, -24.10142, -4.84849], [22.53653, -23.99996, -4.42086], [21.44164, -22.17227, -4.35776], [22.69190, -24.99534, -4.49280], [23.26479, -23.30016, -4.41777], [22.34247, -21.75669, -4.16826], [20.58480, -21.63931, -4.40104], [16.00312, -22.50710, -2.45502], [14.90605, -23.00472, -2.33503], [16.05392, -21.22852, -2.57303], [17.10307, -23.10507, -2.71429], [16.96042, -20.80798, -2.71969], [15.24505, -20.69669, -2.28495], [17.12937, -24.10150, -2.55144], [17.92176, -22.58409, -2.99434], [20.95885, -22.35858, -0.29335], [21.53783, -23.09600, 0.47651], [19.70397, -22.14423, -0.35480], [21.55885, -21.74108, -1.23827], [19.02014, -22.58835, 0.24121], [19.44986, -21.54212, -1.12486], [22.49542, -21.98592, -1.52634], [21.02250, -21.05913, -1.75537], [14.32247, -18.58758, -4.46554], [14.43364, -19.52791, -5.72443], [13.15550, -19.57059, -6.70829], [12.09776, -20.18792, -6.00111], [10.91173, -20.12414, -6.75189], [15.66143, -19.29766, -6.41617], [13.73536, -18.81773, -3.57648], [13.99571, -17.62147, -4.85018], [15.27687, -18.31969, -4.01227], [14.48226, -20.51587, -5.26652], [13.38601, -19.96755, -7.69693], [12.86293, -18.53644, -6.89006], [10.44161, -19.14121, -6.72128], [10.21227, -20.78274, -6.23700], [11.11072, -20.34134, -7.80133], [16.41800, -19.44478, -5.76344], [15.75999, -18.29621, -6.50267], [17.46031, -24.35237, -7.69183], [16.40863, -23.25728, -7.38300], [15.66345, -23.46309, -6.04877], [14.97224, -24.67414, -6.13105], [14.10699, -25.01960, -5.11072], [17.06724, -21.96480, -7.43750], [17.93670, -24.10074, -8.63937], [17.04565, -25.34742, -7.85318], [18.22683, -24.35056, -6.91688], [15.68973, -23.23428, -8.20199], [14.92452, -22.66639, -5.96302], [16.29391, -23.60047, -5.17028], [13.75575, -26.04439, -5.23126], [13.37020, -24.22053, -5.02881], [14.58308, -25.07358, -4.13168], [16.28718, -21.34229, -7.28231], [17.56342, -21.84006, -6.56667], [23.59614, -19.49875, -4.13009], [24.77740, -20.33469, -4.62268], [26.18513, -19.73347, -4.31558], [26.27504, -18.45665, -4.95184], [27.29879, -17.73772, -4.37862], [24.69516, -21.70604, -4.05997], [23.26055, -19.70638, -3.11403], [22.69185, -19.59130, -4.73159], [23.83231, -18.43504, -4.10122], [24.58341, -20.54086, -5.67527], [26.92610, -20.39764, -4.76049], [26.50913, -19.65200, -3.27804], [27.19645, -17.36136, -3.36078], [27.18630, -16.85436, -5.00721], [28.32162, -18.00886, -4.64017], [25.50687, -22.20831, -4.39006], [24.89277, -21.64893, -3.07113], [20.55226, -17.10495, -4.08267], [21.36831, -17.12950, -4.58237], [20.32093, -18.02503, -3.95554], [19.07535, -19.54267, -6.94133], [18.38080, -19.86111, -7.51790], [18.86501, -19.91390, -6.08449]],
  "mulliken_charge": [0.5486, -0.6658, -0.2208, -0.0771, 0.3026, 0.5815, -0.7665, -0.2302, -0.1794, 0.1929, 0.1893, 0.2205, -0.0445, 0.5471, -0.7035, -0.3168, 0.0765, 0.2413, 0.1465, 0.1048, -0.1581, 0.5367, -0.7900, 0.2078, 0.0026, -0.4709, 0.1941, 0.2148, -0.0044, 0.6154, -0.7619, -0.2261, -0.0777, 0.1991, 0.1580, 0.0322, 0.0381, -1.4938, 1.4874, -0.9594, -0.2994, -0.7873, -0.5442, 0.3665, 0.4291, 0.2380, -0.4091, 0.4839, 0.4532, 0.2991, 0.2449, 0.3197, -0.2110, 0.3151, -1.5133, 0.1623, 0.3819, -0.4576, -0.6034, -0.5548, 0.4182, 0.3484, 0.2187, 0.4711, 0.1047, -0.0994, 0.2635, 0.2524, 0.2221, 0.2124, 0.2521, -1.1955, 0.3648, -0.8221, -0.2820, -0.8746, -0.5561, 0.2600, 0.1337, 0.4140, 0.2107, 0.3813, 0.4116, 0.3563, 0.2981, 0.3373, 0.2983, 0.1748, -0.6990, 0.3040, 0.2830, -0.6893, 0.3628, -0.1401]
}